1.
Molecular formula: C26H55ClFNO12Si2
Method: DFT, ωB97M-V/def2-TZVPD

Output
E_LUMO = 0.268 eV
E_tot = -3120.2101 Eh

Atoms and positions in Å:
C -2.572 -5.733 6.385
O -3.350 -5.638 5.137
C -2.677 -4.710 4.170
C -3.066 -3.190 4.647
C -2.696 -2.010 3.567
C -1.512 -2.411 2.494
Si -1.015 -0.912 1.335
C -0.566 -1.735 -0.376
C 0.634 -0.973 -1.189
C 0.139 0.096 -2.329
Cl -1.204 -0.571 -3.462
C -2.599 0.213 1.248
C -2.685 1.149 -0.096
C -4.316 1.412 -0.360
F -2.098 2.510 0.094
O 0.404 -0.037 1.881
Si 0.595 -0.075 3.626
C 2.191 0.890 4.244
C 1.849 2.084 5.314
C 0.392 2.809 5.107
N -0.068 3.519 3.838
O -0.481 2.789 6.134
H -1.461 -6.076 6.194
H -3.049 -6.504 7.150
H -2.523 -4.699 6.938
H -1.529 -4.940 4.250
H -3.017 -4.941 3.052
H -4.248 -3.170 4.767
H -2.627 -2.879 5.693
H -3.705 -1.784 2.971
H -2.440 -1.029 4.167
H -2.011 -3.201 1.750
H -0.590 -2.958 2.963
H -0.173 -2.826 -0.092
H -1.562 -1.885 -0.971
H 1.447 -0.484 -0.467
H 1.232 -1.825 -1.773
H 1.040 0.375 -3.060
H -0.267 1.090 -1.848
H -2.630 0.867 2.221
H -3.543 -0.515 1.205
H -2.298 0.594 -1.056
H -4.520 2.070 -1.308
H -4.762 0.327 -0.572
H -4.868 1.800 0.614
H 0.868 -1.492 3.978
H -0.601 0.290 4.386
H 2.789 1.349 3.319
H 2.960 0.162 4.796
H 2.733 2.883 5.243
H 1.889 1.691 6.438
H -0.136 4.550 3.984
H -1.056 3.196 3.641
C -1.896 2.431 -4.681
C -1.117 1.761 -5.800
O -1.293 2.466 -7.034
C -0.551 3.593 -7.177
O 0.241 4.040 -6.363
O -0.862 4.152 -8.373
C -0.213 5.399 -8.612
H -2.947 2.553 -4.963
H -1.841 1.839 -3.763
H -1.505 3.431 -4.470
H -1.504 0.748 -5.954
H -0.053 1.665 -5.552
H 0.872 5.315 -8.481
H -0.624 6.165 -7.949
H -0.411 5.693 -9.647
C 3.372 -5.384 10.555
C 2.244 -4.539 9.989
O 1.552 -5.244 8.952
C 0.659 -6.177 9.370
O 0.398 -6.451 10.532
O 0.126 -6.771 8.275
C -0.770 -7.839 8.576
H 4.032 -5.731 9.753
H 3.961 -4.811 11.277
H 2.986 -6.276 11.057
H 2.661 -3.634 9.534
H 1.549 -4.215 10.773
H -1.550 -7.519 9.276
H -0.212 -8.688 8.980
H -1.251 -8.151 7.645
C 5.365 6.648 -12.969
C 5.120 6.665 -11.470
O 3.753 6.353 -11.175
C 3.427 5.037 -11.225
O 4.187 4.118 -11.486
O 2.102 4.921 -10.960
C 1.606 3.589 -11.067
H 4.652 7.301 -13.483
H 6.381 6.980 -13.198
H 5.230 5.644 -13.380
H 5.306 7.673 -11.083
H 5.799 5.986 -10.941
H 2.197 2.894 -10.460
H 1.602 3.277 -12.115
H 0.577 3.578 -10.698

Mulliken population analysis, charges in e, atoms 1 to 2: number 1, C, carries -0.435; number 2, O, carries -0.413



2.
Molecular formula: C26H55ClN4O8S4
Method: DFT, ωB97M-V/def2-TZVPD

Output
E_LUMO = -0.689 eV
SMILES = CCC[C@]1(CCCOC)C[C@@](CCCSC(=S)N(CC)CC)(CC(N)(N)N)S(=O)(=O)O[C@@]1(Cl)OCC.CCOS(C)(=O)=O
E_tot = -3897.0444 Eh

Atoms and positions in Å:
C -1.774 1.410 0.288
C -1.907 1.911 1.819
C -0.914 1.300 2.937
C 0.628 0.989 2.593
C 1.547 2.142 1.915
C 0.945 3.610 1.630
C 0.543 4.541 2.903
O -0.122 5.764 2.351
C -1.157 6.249 3.278
C 0.879 -0.353 1.625
C 0.491 -1.797 2.290
C -0.969 -2.239 1.725
C -1.155 -2.422 0.123
C -0.353 -3.656 -0.582
S -1.043 -3.774 -2.361
C -0.315 -2.226 -3.214
S -1.504 -1.238 -4.002
N 1.166 -1.925 -3.222
C 1.480 -0.474 -2.940
C 3.093 -0.093 -3.082
C 1.876 -2.463 -4.443
C 1.575 -1.661 -5.840
C 1.750 -2.767 1.948
C 1.684 -4.340 2.192
N 0.443 -4.969 2.733
N 2.819 -4.711 3.175
N 2.067 -5.146 0.930
S 0.324 -1.770 4.179
O -1.085 -2.303 4.654
O 1.359 -2.682 4.913
O 0.500 -0.238 4.890
C 1.378 0.653 4.057
Cl 1.530 2.185 5.156
O 2.639 -0.076 3.923
C 3.801 0.613 4.475
C 5.115 -0.344 4.069
H -2.164 0.331 0.059
H -0.652 1.593 -0.078
H -2.427 2.143 -0.392
H -3.024 1.678 2.171
H -1.835 3.102 1.856
H -0.966 2.051 3.865
H -1.481 0.332 3.349
H 2.557 2.296 2.536
H 1.948 1.757 0.855
H 1.802 4.214 1.053
H 0.026 3.655 0.868
H 1.563 4.906 3.404
H -0.202 4.077 3.673
H -1.825 7.113 2.809
H -1.933 5.399 3.587
H -0.613 6.621 4.252
H 2.059 -0.342 1.426
H 0.446 -0.190 0.525
H -1.732 -1.374 2.038
H -1.435 -3.212 2.237
H -0.955 -1.461 -0.535
H -2.315 -2.657 -0.047
H -0.510 -4.710 -0.099
H 0.799 -3.505 -0.719
H 0.919 0.295 -3.645
H 1.185 -0.147 -1.831
H 3.250 0.169 -4.236
H 3.377 0.905 -2.503
H 3.808 -0.986 -2.836
H 1.464 -3.572 -4.603
H 3.050 -2.602 -4.299
H 1.263 -0.540 -5.718
H 0.736 -2.213 -6.442
H 2.578 -1.652 -6.484
H 2.037 -2.567 0.805
H 2.683 -2.333 2.555
H 0.125 -4.599 3.651
H -0.329 -5.078 2.041
H 2.304 -4.963 4.070
H 3.231 -5.644 2.875
H 3.107 -4.963 0.808
H 1.930 -6.156 1.161
H 3.841 0.640 5.668
H 4.050 1.659 3.988
H 6.114 0.196 4.351
H 5.095 -0.437 2.879
H 5.002 -1.412 4.569
C -6.534 2.421 -7.149
C -5.240 3.124 -6.783
O -4.951 2.992 -5.398
S -4.366 1.572 -4.854
C -3.875 2.132 -3.243
O -3.178 1.232 -5.608
O -5.466 0.643 -4.697
H -6.437 1.337 -7.039
H -6.808 2.630 -8.187
H -7.348 2.741 -6.492
H -4.405 2.760 -7.390
H -5.346 4.195 -6.988
H -3.072 2.863 -3.351
H -3.521 1.266 -2.679
H -4.740 2.572 -2.743

Mulliken population analysis, charges in e, atoms 1 to 2: number 1, C, carries -0.213; number 2, C, carries -0.692



HOMO-LUMO gap in eV, matching the order above: 9.975 7.756
Highest occupied orbital energy in eV, matching the order above: -9.7 -8.4